No. 1
Molecular formula: C20H43IrOP3S
Method: DFT, ωB97M-V/def2-TZVPD

Properties
highest occupied orbital energy (spin up / spin down) = -16.17 / -16.49 eV
orbital gap (spin up / spin down) = 0.281 / 0.145 Ha
total charge = +3
E = -64995.29079 eV
spin multiplicity = 5

```
69
C20H43IrOP3S ωB97M-V/def2-TZVPD
Ir 0.1656 1.7552 -1.5926
P -2.3671 0.3029 0.3767
P 0.5801 -0.3181 -2.1391
P -1.1328 2.9565 -2.7176
H 1.4290 -0.4047 1.1350
C 1.8772 0.6240 1.1665
C 1.2154 1.7235 1.6707
H 0.0559 1.8016 1.7883
C -1.6609 -0.7516 1.6556
C -3.1673 -0.7230 -0.8826
C -3.6116 1.3531 1.1385
C 2.3310 -0.5589 -2.6908
C 0.3457 -1.9368 -1.3036
C -0.3932 -0.5674 -3.6784
C -1.3550 4.4840 -1.7802
C -2.7325 2.2291 -3.0429
C -0.1397 3.2103 -4.2127
H 2.6690 0.7438 0.3271
H 1.5817 2.7590 1.4344
H -0.7784 -0.2632 2.1288
H -1.3039 -1.6968 1.2323
H -2.4081 -0.9658 2.4344
H -2.4851 -1.5174 -1.2311
H -3.4328 -0.0982 -1.7544
H -4.0715 -1.1750 -0.4758
H -3.1199 2.0151 1.8545
H -4.3502 0.7333 1.6723
H -4.1410 1.9662 0.3989
H 2.4355 -1.5895 -3.0412
H 3.0102 -0.4140 -1.8366
H 2.6092 0.1323 -3.4891
H 0.8996 -2.6956 -1.8766
H -0.7032 -2.2421 -1.2868
H 0.7387 -1.9551 -0.2811
H 0.0126 -1.4193 -4.2403
H -0.3453 0.3334 -4.3041
H -1.4392 -0.7782 -3.4190
H -0.9395 5.2960 -2.3939
H -0.8292 4.4328 -0.8162
H -2.4299 4.6150 -1.6135
H -3.1796 2.9245 -3.7569
H -3.3204 2.1827 -2.1034
H -2.6339 1.2237 -3.4664
H 0.1792 4.2485 -4.1929
H -0.7856 2.9748 -5.0647
H 0.7564 2.5647 -4.2442
C 2.2742 4.3107 -1.5825
C 2.9849 5.0607 -2.5533
C 3.2017 6.4144 -2.3632
C 2.7708 7.0457 -1.1894
C 2.0816 6.3071 -0.2191
C 1.8497 4.9401 -0.3976
S 2.0949 2.6164 -1.9542
H -1.3147 1.0491 -0.4172
H 3.3374 4.5395 -3.4506
H 3.7069 7.0115 -3.1263
H 2.9700 8.1094 -1.0563
H 1.7113 6.8059 0.6753
H 1.3227 4.3465 0.3353
C 1.5689 -2.9543 4.1632
C 1.1970 -3.2168 2.7207
C 0.8802 -4.6669 2.4059
O 1.1557 -2.3488 1.8796
H 2.3201 -3.6785 4.4908
H 0.6767 -3.0608 4.7945
H 1.9591 -1.9364 4.2498
H 0.2149 -4.7103 1.5393
H 1.8179 -5.1856 2.1638
H 0.4195 -5.1652 3.2619
```

No. 2
Molecular formula: C20H43N2O6S2
Method: DFT, ωB97M-V/def2-TZVPD

Properties
highest occupied orbital energy = -10.59 eV
orbital gap = 0.306 Ha
total charge = +1
E = -58364.85949 eV
spin multiplicity = 1

```
73
C20H43N2O6S2 ωB97M-V/def2-TZVPD
C -0.1135 0.9158 -3.3068
C 1.0970 0.2490 -2.6850
O 0.8875 0.1639 -1.2788
C 1.9369 0.5910 -0.4169
C 1.6053 1.8819 0.3175
C 2.1495 3.1756 -0.3134
S 3.5485 3.6313 0.7893
O 2.7681 2.9462 -1.5900
S 2.4405 4.1075 -2.6483
O 3.4632 5.0438 -2.4907
O 2.1391 3.5928 -3.9040
O 1.0592 4.5157 -1.9876
C 1.0464 4.2453 -0.5852
C 0.8333 5.4160 0.3825
C 1.1610 6.8583 -0.0236
O 0.5788 7.2609 -1.2392
C 2.6635 7.2435 0.0040
N 3.1526 7.8086 -1.2698
H -0.9760 0.5481 -2.7626
H -0.0785 1.9823 -3.1715
H -0.2379 0.6447 -4.3438
H 1.1678 -0.7427 -3.1201
H 2.0025 0.7806 -2.9352
H 2.0166 -0.1787 0.3456
H 2.9022 0.6330 -0.8970
H 2.0783 1.8078 1.2862
H 0.5383 1.9185 0.4924
H 4.2576 4.3487 -0.0880
H 0.1495 3.6530 -0.4603
H -0.2130 5.4098 0.6518
H 1.3793 5.2030 1.2894
H 0.7039 7.4625 0.7571
H -0.1275 6.6575 -1.5030
H 3.2718 6.4172 0.3344
H 2.7738 8.0097 0.7577
H 4.0199 7.3420 -1.5036
H 3.4278 8.7690 -1.1090
C -2.1094 -7.1199 1.2094
C -1.6776 -6.2830 2.4130
C -2.5541 -5.0600 2.6883
C -2.6941 -3.9511 1.6486
N -1.4536 -3.2218 1.1783
C -1.8669 -1.8765 0.6109
C -1.8917 -0.9398 1.7970
C -0.6341 -1.3490 2.5548
C -0.5411 -2.8630 2.3537
C -0.6714 -3.9830 0.1324
C -1.1945 -3.9723 -1.3041
C -2.6271 -4.4144 -1.6094
H -1.8146 -6.6706 0.2605
H -1.6464 -8.1044 1.2472
H -3.1912 -7.2609 1.1943
H -0.6237 -6.0021 2.3313
H -1.7377 -6.9147 3.3002
H -2.2671 -4.6347 3.6517
H -3.5749 -5.4154 2.8539
H -3.3373 -3.1865 2.0832
H -3.1988 -4.3166 0.7604
H -1.0943 -1.5689 -0.0926
H -2.8209 -1.9807 0.1021
H -2.7859 -1.0905 2.4038
H -1.8748 0.1029 1.4890
H -0.6756 -1.0810 3.6079
H 0.2432 -0.8606 2.1293
H -0.8639 -3.4052 3.2320
H 0.4671 -3.1806 2.1099
H -0.5344 -4.9941 0.5028
H 0.3130 -3.5170 0.1109
H -0.5182 -4.6335 -1.8499
H -1.0346 -2.9842 -1.7390
H -2.8759 -5.3734 -1.1562
H -2.7452 -4.5295 -2.6854
H -3.3658 -3.6771 -1.2941
```

No. 3
Molecular formula: C20H43N2OP3Rh
Method: DFT, ωB97M-V/def2-TZVPD

Properties
highest occupied orbital energy (spin up / spin down) = -14.13 / -17.10 eV
orbital gap (spin up / spin down) = 0.219 / 0.173 Ha
total charge = +3
E = -57310.07116 eV
spin multiplicity = 5

```
70
C20H43N2OP3Rh ωB97M-V/def2-TZVPD
Rh -0.3562 -0.0152 -0.0791
P 0.6898 -0.0015 -2.0412
P -2.3413 -0.8739 -1.0454
P 1.2082 1.4067 1.1129
H -1.1402 -2.1854 1.3715
C -0.7311 -1.2401 1.7527
C -1.5389 -0.1012 1.9136
H -2.6143 -0.1290 1.7342
C 1.2035 -1.7207 -2.3391
C -0.1970 0.3608 -3.6123
C 2.1020 1.1170 -2.3158
C -3.8231 -1.1725 0.0214
C -3.1802 0.1197 -2.3594
C -2.1479 -2.5083 -1.8445
C 0.8147 1.7969 2.8829
C 1.3271 3.1483 0.4917
C 2.9957 0.9766 1.2357
H 0.2419 -1.2960 2.2518
H -1.2460 0.7007 2.5905
H 2.2949 -1.8215 -2.2171
H 0.9494 -2.0144 -3.3768
H 0.7062 -2.4471 -1.6748
H 0.5077 0.3000 -4.4543
H -0.6074 1.3778 -3.6012
H -1.0123 -0.3452 -3.8002
H 2.6240 0.8311 -3.2399
H 2.8079 1.0987 -1.4824
H 1.7469 2.1487 -2.4340
H -4.5974 -1.7701 -0.4812
H -4.2766 -0.2106 0.2925
H -3.5485 -1.6965 0.9409
H -3.5443 -0.5325 -3.1653
H -2.5061 0.8613 -2.7950
H -4.0426 0.6511 -1.9350
H -3.1415 -2.9766 -1.8796
H -1.4842 -3.1358 -1.2382
H -1.7447 -2.4119 -2.8615
H 1.6476 2.2904 3.4108
H 0.5608 0.8768 3.4210
H -0.0469 2.4801 2.9141
H 2.0321 3.7337 1.1039
H 0.3374 3.6260 0.5496
H 1.6801 3.1611 -0.5450
H 3.4241 1.6291 2.0146
H 3.5293 1.1182 0.2863
H 3.0798 -0.0645 1.5724
C 3.0332 -2.9013 1.4575
C 3.7083 -3.8551 0.6689
C 4.6487 -4.7102 1.2516
C 4.9323 -4.6004 2.6184
C 4.3411 -3.5911 3.3872
C 3.3843 -2.7502 2.8127
O 1.8995 -2.2335 1.0206
H 1.9088 -1.8623 0.0929
H 3.4675 -3.9762 -0.3825
H 5.1372 -5.4447 0.6125
H 5.6125 -5.3109 3.0831
H 4.6346 -3.4383 4.4293
H 2.8842 -1.9805 3.4002
C -3.2745 4.5064 0.9486
N -3.2720 3.5339 -0.1457
C -4.2902 3.6755 -1.2054
C -2.4141 2.5372 -0.1553
N -1.4701 1.8232 -0.1935
H -4.0962 5.1976 0.7649
H -2.3358 5.0733 0.9873
H -3.4234 4.0245 1.9228
H -3.7999 3.7396 -2.1941
H -4.9781 2.8124 -1.1810
H -4.8804 4.5908 -1.0476
```